1.
Molecular formula: C6H11NO2
Method: DFT, ωB97M-V with the def2-TZVPD basis set

Atoms and positions in Å:
C -0.007921 -0.099720 -0.692424
C 0.886397 0.890860 -1.387734
N -0.209466 -0.027572 0.695009
C 0.743952 -1.730848 -0.768944
C -1.252149 1.285772 0.960559
C 1.617197 -2.367977 0.003912
C -2.346687 1.277777 1.720990
O 0.899686 0.078132 1.514682
O -1.197501 -0.270379 -1.375155
H 1.342004 0.910254 1.268940
H -1.781547 -0.744163 -0.759347
H 0.463133 -2.174202 -1.723614
H -0.865907 2.243523 0.606986
H 1.271724 1.711617 -0.778067
H 0.363489 1.400685 -2.201968
H 1.774045 0.476804 -1.873462
H 1.943150 -1.981393 0.964784
H 1.971664 -3.368525 -0.238534
H -2.731390 0.312138 2.050650
H -2.883875 2.177216 2.012739

Force components x, y, z for each atom (eV/Å):
3.29 -5.00 -0.86
0.46 1.04 -1.01
-5.20 3.28 2.13
-0.14 2.24 -0.90
1.82 -1.16 0.61
-0.47 0.28 0.45
0.77 -1.28 -0.56
0.16 0.67 -0.61
-0.40 0.56 0.62
0.18 -0.11 0.13
0.05 0.00 -0.27
-0.15 0.02 0.05
0.24 -0.27 -0.17
-0.17 -0.15 0.44
-0.29 -0.14 0.15
-0.22 -0.39 0.30
0.01 0.07 -0.19
-0.14 0.16 -0.17
0.03 0.28 0.22
0.15 -0.12 -0.34

SMILES string: C=CN(O)[C@](C)(O)C=C
Molecular weight (g mol⁻¹): 129.16
Multiplicity: 1
Kohn-Sham gap (eV): 9.667
Energy (a.u.): -440.2644

Löwdin atomic charge list, values in e, 4 entries:
1. C -0.5775
2. C -0.0099
3. N -0.1294
4. C -0.0434

2.
Molecular formula: C6H11NO4
Method: DFT, ωB97M-V with the def2-TZVPD basis set

Atoms and positions in Å:
C 0.786616 2.558133 -0.076075
C 1.333261 1.564608 -0.735874
C -2.629572 -0.680668 -0.073079
C -0.097067 -1.129343 -0.433269
C -1.203159 -0.216643 0.062064
C 1.929682 0.400589 0.076311
N 0.178894 -2.158131 0.245660
O 1.201764 -2.926804 -0.000698
O -0.830302 0.216645 1.426775
O 2.570431 -0.358678 -0.601176
O 1.843816 0.259257 1.406175
H 0.520561 3.349253 -0.689771
H 0.648863 2.592199 1.061443
H 1.536114 1.619608 -1.840097
H -3.399117 -0.143220 0.442501
H -3.023073 -0.657813 -1.055147
H -2.720749 -1.796740 0.230498
H 0.269231 -0.944124 -1.490250
H -1.277746 0.794866 -0.586805
H -0.463538 -0.546134 1.844848
H 1.729495 -2.644313 -0.838450
H 1.095590 0.847451 1.624411

Force components x, y, z for each atom (eV/Å):
0.10 -0.35 1.84
0.79 -0.78 1.42
-0.25 -3.63 1.32
-1.17 -0.28 -2.51
-0.21 3.30 -0.43
0.86 0.27 -2.26
-1.22 1.66 1.43
2.27 -0.92 -2.45
-1.38 0.69 -1.64
0.89 -0.95 0.27
-0.44 1.12 -0.84
-0.89 1.93 -0.43
0.10 0.07 -2.00
-0.24 -0.50 1.42
0.15 0.65 0.96
0.30 0.04 -1.51
0.06 1.73 -0.22
0.06 -0.22 1.32
1.05 -2.17 1.51
0.32 -1.16 0.52
-1.17 -0.17 1.68
0.02 -0.33 0.60

SMILES string: C[C@@H](O)/C=N/O.C=CC(=O)O
Molecular weight (g mol⁻¹): 161.16
Multiplicity: 1
Kohn-Sham gap (eV): 10.158
Energy (a.u.): -590.7997

Löwdin atomic charge list, values in e, 4 entries:
1. C 0.0331
2. C -0.0841
3. C -0.0672
4. C -0.1620

3.
Molecular formula: C6H11NS
Method: DFT, ωB97M-V with the def2-TZVPD basis set

Atoms and positions in Å:
C 0.863606 -0.216426 -0.242064
C 0.478974 1.182967 -0.511739
C -0.386123 -0.597356 0.379073
C 0.985911 2.347945 0.164162
C 2.237559 -2.008170 0.033622
C -3.232929 -0.208073 -0.203699
N 2.046872 -0.640964 -0.335134
S -1.689172 -1.084961 -0.736142
H -0.465660 1.196494 -0.962083
H -0.263363 -1.012503 1.403537
H 0.157593 3.145652 -0.012419
H 1.811308 2.842438 -0.445389
H 1.243961 2.330559 1.207843
H 2.557963 -2.020261 1.098233
H 2.951282 -2.471796 -0.650882
H 1.268638 -2.676046 0.066147
H -3.326778 -0.408958 0.884652
H -4.061059 -0.597155 -0.830498
H -3.178579 0.896620 -0.307223

Force components x, y, z for each atom (eV/Å):
0.69 1.76 -1.33
-0.85 -3.86 2.34
0.11 0.33 -0.40
-0.80 4.08 -1.89
-1.26 -1.55 1.28
0.62 0.21 0.74
-0.25 -0.50 -0.18
0.06 0.50 0.33
-1.03 0.63 -1.17
-0.57 0.57 -0.63
1.29 -1.01 0.87
-0.42 -0.92 0.84
0.23 -0.45 0.25
0.43 -0.35 -0.69
0.09 -0.04 0.42
1.41 1.26 -0.38
-0.48 -0.05 -0.79
0.52 0.08 0.63
0.20 -0.70 -0.23

Molecular weight (g mol⁻¹): 129.23
Multiplicity: 1
Kohn-Sham gap (spin up / spin down) (eV): 7.717 / 7.720
Energy (a.u.): -688.0045

Löwdin atomic charge list, values in e, 4 entries:
1. C -0.5336
2. C -0.0486
3. C -0.3747
4. C -0.0958

4.
Molecular formula: C6H11NS
Method: DFT, ωB97M-V with the def2-TZVPD basis set

Atoms and positions in Å:
C 1.811821 0.567703 -0.464375
C 0.590076 0.125725 0.337720
C -0.650848 1.193475 0.197978
C -1.604281 0.336340 -0.569214
C -1.492468 -0.932779 0.162189
C -0.056310 -1.303576 -0.024851
H 3.510396 -0.203494 1.011851
H 1.546221 0.645193 -1.498602
H 2.125928 1.575880 -0.134534
H 0.870433 0.073140 1.445069
H -0.305578 2.129965 -0.232650
H -1.018922 1.477561 1.184328
H -1.199823 0.216529 -1.590509
H -3.449924 -0.421187 0.167037
H -1.593181 -0.776367 1.246453
H 0.332893 -2.086826 0.663820
H 0.076507 -1.538368 -1.098710
N -2.737994 -0.582084 -0.541499
S 3.245046 -0.496839 -0.261506

Force components x, y, z for each atom (eV/Å):
-0.27 0.64 1.42
-0.67 0.10 1.38
0.70 0.14 1.25
0.60 0.07 -1.44
-0.35 0.25 1.51
0.76 -0.31 -0.99
-0.10 0.13 0.16
0.12 -0.16 -0.78
-0.31 -0.38 -0.23
-0.22 0.17 -1.38
-0.09 0.00 -0.55
0.02 -0.19 0.14
-0.15 0.12 0.40
0.11 0.05 0.00
-0.36 0.18 -0.22
-0.27 0.38 -0.77
0.59 -0.21 0.58
-0.42 -0.46 0.04
0.34 -0.53 -0.52

SMILES string: SCC1C[C@@H]2N[C@H]2C1
Molecular weight (g mol⁻¹): 129.23
Multiplicity: 1
Kohn-Sham gap (eV): 9.415
Energy (a.u.): -688.0155

Löwdin atomic charge list, values in e, 4 entries:
1. C -0.5816
2. C -0.3293
3. C -0.1063
4. C -0.3097

5.
Molecular formula: C6H11NS
Method: DFT, ωB97M-V with the def2-TZVPD basis set

Atoms and positions in Å:
C -0.248635 -0.443498 -1.557762
C 1.328116 -1.559080 -3.088357
C -0.685421 -1.202268 2.518748
C -1.498261 -0.000115 2.868122
C 0.754748 1.925794 -1.073526
C -0.098278 0.713012 -0.608889
N 0.756191 -0.811989 -2.216195
S 0.066640 -2.116040 3.685913
H 1.053563 -1.523389 -4.117710
H 1.972136 -2.474260 -2.807466
H -0.389449 -1.279834 1.532023
H -1.074654 0.380133 3.835195
H -2.529900 -0.360581 2.902712
H -1.297556 0.707962 2.039071
H 1.528370 1.659459 -1.784058
H 1.201033 2.576190 -0.351602
H 0.065960 2.547170 -1.765664
H -1.125509 1.061258 -0.275262
H 0.220907 0.200075 0.264708

Force components x, y, z for each atom (eV/Å):
1.74 0.38 0.19
1.07 -1.30 1.21
1.44 -0.31 3.92
1.15 -0.13 -0.12
-1.84 0.21 -2.23
-1.51 1.47 -0.48
-1.74 -1.66 -0.64
-0.98 0.66 -1.58
0.03 0.63 -0.65
-0.98 1.85 -0.02
0.21 -0.80 -2.13
-1.04 -0.19 -0.81
-0.14 0.69 0.18
-0.71 0.00 0.64
0.39 -0.52 0.16
-0.08 0.19 0.78
0.95 -0.64 1.32
1.05 -0.26 -0.66
0.96 -0.26 0.94

Molecular weight (g mol⁻¹): 129.23
Multiplicity: 1
Kohn-Sham gap (eV): 7.821
Energy (a.u.): -687.9908

Löwdin atomic charge list, values in e, 4 entries:
1. C -0.0330
2. C -0.0375
3. C -0.6788
4. C -0.1706

6.
Molecular formula: C6H11NSSi
Method: DFT, ωB97M-V with the def2-TZVPD basis set

Atoms and positions in Å:
C 0.330396 -2.858885 -2.107239
C -0.404044 -2.665822 -1.181256
C -1.564454 -2.654193 0.406797
C 1.471425 -0.684052 0.037895
C 0.273276 1.832939 1.825932
C -0.862605 1.447094 -0.940766
N -2.272828 -3.672138 0.400855
Si -0.016300 0.439506 0.490370
S -1.411731 -1.240203 1.317976
H 0.842632 -3.236306 -2.881050
H 1.499727 -1.584594 0.612458
H 1.345587 -1.197297 -0.909357
H 2.415928 -0.227291 -0.101490
H 0.752794 2.631729 1.345373
H -0.514659 2.260454 2.363885
H 0.875764 1.437104 2.593485
H -1.656602 2.117094 -0.509511
H -0.121503 2.164105 -1.409097
H -1.353933 0.767920 -1.710013
H -2.843765 -3.931321 1.255508

Force components x, y, z for each atom (eV/Å):
-1.58 0.27 1.67
-2.80 0.01 3.41
1.89 -0.80 -4.32
-1.15 0.46 -0.73
-0.21 -2.62 -0.88
-0.27 -0.32 -0.08
-0.04 -0.37 1.48
-0.16 0.07 -0.74
-0.08 1.71 1.25
1.70 -0.76 -2.38
0.30 -0.16 1.25
-0.60 0.68 -0.41
1.10 0.73 0.55
0.98 1.02 -0.89
-1.87 0.37 0.36
1.25 -0.44 0.87
0.62 -0.77 -0.24
-0.64 -1.04 0.32
0.79 0.97 0.80
0.78 0.99 -1.28

Molecular weight (g mol⁻¹): 157.31
Multiplicity: 1
Kohn-Sham gap (eV): 10.070
Energy (a.u.): -977.5062

Löwdin atomic charge list, values in e, 4 entries:
1. C 0.0029
2. C -0.0602
3. C -0.7779
4. C -0.2272

7.
Molecular formula: C6H11O
Method: DFT, ωB97M-V with the def2-TZVPD basis set

Atoms and positions in Å:
C -1.585069 -0.111810 1.498903
O -1.950047 -0.461861 2.723748
C -0.384178 0.868604 1.459371
C 0.206508 1.228363 0.070700
C 0.027397 0.170345 -1.029702
C 1.555030 -1.604197 -1.925417
C 1.048390 -0.930483 -0.905122
H -1.283671 -0.968816 0.841787
H -2.383275 0.424111 0.896497
H 0.343088 0.471963 2.170102
H -0.769335 1.800560 1.888144
H 1.281631 1.403673 0.168101
H -0.263163 2.167735 -0.244175
H 0.191879 0.664083 -1.992615
H -0.990252 -0.202318 -1.025248
H 1.267753 -1.430992 -2.953047
H 2.325402 -2.348220 -1.750432
H 1.361909 -1.140738 0.108409

Force components x, y, z for each atom (eV/Å):
0.14 0.13 -0.30
-0.16 -0.01 0.36
-0.20 0.30 -0.05
-0.30 -0.23 0.40
0.52 0.50 -0.12
0.52 -0.24 0.25
-0.70 0.28 -0.13
-0.07 -0.24 -0.02
-0.11 -0.13 -0.14
0.23 -0.05 -0.12
0.21 -0.05 0.23
0.05 0.28 -0.04
0.14 -0.13 -0.18
-0.08 -0.08 -0.14
-0.13 -0.19 0.05
-0.10 0.12 -0.08
-0.09 -0.08 -0.09
0.12 -0.17 0.13

Net charge: -1
SMILES string: C=CCCCC[O-]
Molecular weight (g mol⁻¹): 99.15
Multiplicity: 1
Kohn-Sham gap (eV): 5.860
Energy (a.u.): -310.4025

Löwdin atomic charge list, values in e, 4 entries:
1. C -0.6033
2. O -0.3572
3. C -0.2272
4. C -0.2279

8.
Molecular formula: C6H11O2
Method: DFT, ωB97M-V with the def2-TZVPD basis set

Atoms and positions in Å:
O -0.099138 -2.614487 3.026716
C -0.145855 -2.256595 1.828095
O 0.022001 -2.982227 0.818369
C -0.638275 -0.812244 1.554838
C 0.405896 0.189054 1.023970
C 0.834812 -0.015471 -0.406533
C -0.329904 0.395965 -1.390511
C -0.108846 1.791133 -1.883310
H -1.313166 -0.876513 0.712060
H -1.142708 -0.408915 2.431379
H 0.150576 1.230265 1.283931
H 1.403784 0.213078 1.551961
H 1.711970 0.506974 -0.796752
H 0.965864 -1.092619 -0.525897
H -0.394354 -0.340643 -2.190521
H -1.327889 0.455354 -0.904170
H -0.969507 2.292238 -2.359064
H 0.320584 2.448084 -1.115555
H 0.654155 1.877567 -2.659005

Force components x, y, z for each atom (eV/Å):
0.28 0.34 0.06
-0.70 -0.56 0.25
0.37 0.31 -0.27
0.84 0.46 -0.55
2.57 0.96 1.64
-2.35 -0.48 -1.55
-0.14 -0.09 0.78
0.66 1.43 -1.15
-0.73 -0.21 0.05
0.03 -0.03 0.00
-0.67 -0.05 -0.66
-0.88 -0.85 0.30
0.20 0.05 0.65
0.30 -0.01 0.05
-0.14 0.15 -0.20
0.66 -0.65 0.06
-0.01 -0.25 0.49
-0.54 -0.10 0.25
0.26 -0.43 -0.22

Net charge: -1
SMILES string: CCCCCC(=O)[O-]
Molecular weight (g mol⁻¹): 115.15
Multiplicity: 1
Kohn-Sham gap (eV): 7.418
Energy (a.u.): -385.7381

Löwdin atomic charge list, values in e, 4 entries:
1. O -0.1003
2. C -0.7517
3. O -0.0975
4. C -0.1335